{
  "formula": "C6H10NO2",
  "method": "the ωB97M-V functional and the def2-TZVPD basis",
  "homo_lumo_gap_ha": 0.3826,
  "energy_ha": -439.4263,
  "spin_multiplicity": 1,
  "relative_energy_ev": 3.749,
  "charge": 1,
  "elements": ["C", "C", "C", "C", "C", "C", "N", "O", "O", "H", "H", "H", "H", "H", "H", "H", "H", "H", "H"],
  "coordinates": [[-0.14768, -1.33162, 0.01603], [-1.26255, -0.65185, -0.03188], [-1.17291, 0.88953, 0.14423], [-2.70379, -1.02960, -0.14825], [1.64543, 0.61572, -1.29972], [1.88513, 0.46570, 1.28348], [1.07513, 0.42135, 0.07241], [-2.09402, 1.59909, 0.29581], [0.09805, 1.32496, 0.25818], [0.56515, -2.08292, 0.19873], [-3.51475, -0.31148, -0.02683], [-3.06080, -1.70262, 0.71845], [-3.05053, -1.58936, -1.05257], [1.09986, -0.07686, -1.98933], [1.43748, 1.57227, -1.63106], [2.67204, 0.49838, -1.60754], [1.42582, -0.00830, 2.15525], [2.81799, -0.08158, 1.13705], [2.28494, 1.47918, 1.50755]],
  "forces_ev_per_angstrom": [[-0.321, 4.044, 0.158], [-0.245, -0.037, -0.146], [-0.306, -0.783, 0.323], [-2.586, -3.026, 1.017], [-0.928, -2.118, -1.181], [2.310, -0.005, 0.498], [-0.059, -2.861, -0.121], [0.007, 0.120, -0.215], [-0.303, 1.734, -0.189], [0.380, -0.881, -0.132], [1.073, 1.157, -0.211], [1.192, 0.487, -1.157], [1.096, 0.290, 0.489], [0.261, 0.575, 0.672], [-0.786, 2.147, -0.267], [0.782, -0.571, 1.426], [-0.466, 0.429, -0.360], [-0.187, -0.343, -0.422], [-0.912, -0.359, -0.182]],
  "lowdin_charge": [0.34, -0.16, -0.38, -0.03, 0.04, 0.01, -0.22, 0.24, 0.06, 0.11, 0.09, 0.13, 0.12, 0.12, 0.08, 0.11, 0.11, 0.11, 0.13]
}

{
  "formula": "CH7NO",
  "method": "the ωB97M-V functional and the def2-TZVPD basis",
  "homo_lumo_gap_ha": 0.3792,
  "energy_ha": -172.2524,
  "spin_multiplicity": 1,
  "smiles": "CN.O",
  "relative_energy_ev": 0.701,
  "elements": ["C", "N", "H", "H", "H", "H", "H", "H", "H", "O"],
  "coordinates": [[0.34470, -1.47057, 3.35510], [-0.61614, -2.16074, 2.45616], [0.28171, -0.39362, 3.35708], [1.37313, -1.80407, 3.26747], [0.08124, -1.59213, 4.46384], [-0.21058, -3.05315, 2.08724], [-1.45753, -2.36829, 2.92915], [-0.01572, 4.00582, -4.89995], [0.87648, 3.45208, -5.80658], [0.16451, 3.21274, -5.34025]],
  "forces_ev_per_angstrom": [[-1.214, -0.561, 2.257], [2.249, -0.325, -0.761], [0.120, 0.483, -1.075], [-0.006, 0.019, -0.381], [0.319, -0.586, -1.180], [-0.617, 1.262, 0.652], [-0.851, -0.292, 0.488], [-0.947, 1.712, 1.389], [4.420, 0.866, -3.128], [-3.474, -2.578, 1.737]],
  "lowdin_charge": [-0.20, -0.08, 0.04, 0.06, 0.08, 0.07, 0.03, 0.01, -0.04, 0.02]
}